Entry from the OMol25 dataset: C9H12AlBF3IKN3NaO12S2 as an isolated structure at a distorted geometry (ωB97M-V with the def2-TZVPD basis set).

Atoms and positions in Å:
C  0.39  -0.56  0.95
C  -0.45  0.64  0.41
B  0.48  1.41  -0.58
O  0.28  1.61  -1.89
C  1.86  1.98  0.01
N  2.11  2.97  0.93
C  3.42  3.05  1.13
N  4.01  2.15  0.36
C  3.05  1.45  -0.37
C  3.22  0.33  -1.36
C  4.64  -0.13  -1.50
O  5.10  -1.02  -0.84
I  5.81  0.89  -2.97
H  1.22  -0.19  1.56
H  -0.22  -1.18  1.60
H  0.82  -1.13  0.11
H  -0.62  1.31  1.25
H  -1.37  0.31  -0.06
H  -0.09  0.80  -2.27
H  1.39  3.51  1.39
H  3.87  3.74  1.83
H  5.01  2.00  0.34
H  2.59  -0.51  -1.05
H  2.84  0.64  -2.33
C  -1.83  -0.08  4.11
O  -2.62  0.46  5.02
O  -0.70  -0.56  4.22
O  -2.26  -0.02  2.88
Al  -3.39  1.44  3.70
C  1.34  -0.28  -4.37
O  0.95  0.42  -5.32
O  2.72  -0.51  -4.37
O  0.68  -0.80  -3.44
H  2.95  -0.01  -5.17
F  -1.98  2.01  -1.42
Na  -1.07  -0.91  -4.55
N  -6.11  -3.08  1.94
S  -5.09  -2.13  2.65
O  -5.37  -0.72  2.54
O  -3.72  -2.52  2.59
F  -5.48  -2.45  4.14
S  -6.10  -3.01  0.35
O  -7.25  -3.63  -0.21
O  -4.83  -3.24  -0.26
F  -6.36  -1.46  0.09
K  6.17  -3.03  -1.73

Computed properties:
charge: +1
E_HOMO: -10.204 eV
frontier orbital gap: 2.62 eV
largest force on an atom: 0.090 hartree/bohr
LUMO: -7.580 eV
spin multiplicity: 1